[1]
Density functional theory data (wB97M-V/def2-TZVPD) for 2 unconnected molecules or ions with the total composition C4H9NO at a distorted geometry.

XYZ file:
```
15
Properties=species:S:1:pos:R:3:mulliken_charge:R:1
O -2.62016 0.42300 0.71342 -0.544
N -1.42291 -1.19519 1.72995 -0.332
C -2.14510 -0.68391 0.70332 0.087
C 1.46159 -0.72686 -0.96811 -0.709
C 1.35167 0.41129 -0.28434 0.007
C 0.89861 1.69383 -0.98272 -1.050
H 2.02351 -1.51473 -0.47641 0.254
H 1.61040 1.89646 -1.78373 0.318
H 1.02963 -0.87803 -1.94829 0.280
H -2.42597 -1.44345 -0.03895 0.353
H -0.12863 1.64703 -1.33298 0.290
H 2.01529 0.55770 0.56291 0.301
H -1.15015 -0.56094 2.45147 0.218
H -1.50825 -2.16710 1.95512 0.219
H 1.01049 2.54090 -0.30068 0.308
```

Summary:
Structure (SMILES): C=CC.NC=O
Relative energy (zero: lowest compared OMol25 entry of this formula, charge and spin): 40.8 kcal/mol
DFT total energy: -287.767399 a.u.
LUMO level: 1.03 eV
Charge: 0


[2]
Density functional theory data (wB97M-V/def2-TZVPD) for 2 unconnected molecules or ions with the total composition C4H9NO at a distorted geometry.

XYZ file:
```
15
Properties=species:S:1:pos:R:3:mulliken_charge:R:1
O -0.36796 -0.54917 -0.23885 -0.380
N -0.13787 0.74146 2.15002 -0.489
C -1.63713 -0.52068 -0.87646 -0.820
C 1.98797 0.17858 0.04521 -1.064
C 0.59206 0.52271 -0.51291 -0.418
C -0.84611 -0.14262 1.92727 0.248
H -1.55034 -0.69934 -1.95460 0.316
H 2.77562 0.52609 -0.63786 0.327
H 2.07920 -0.90589 0.14541 0.283
H -1.53733 -0.95312 1.83664 0.238
H -2.26815 -1.34020 -0.48914 0.283
H 2.19847 0.63318 1.02056 0.298
H -2.20914 0.40306 -0.69822 0.353
H 0.29242 1.51217 -0.11865 0.332
H 0.62830 0.59376 -1.59842 0.493
```

Summary:
Structure (SMILES): CCOC.C#N
Relative energy (zero: lowest compared OMol25 entry of this formula, charge and spin): 63.8 kcal/mol
DFT total energy: -287.730709 a.u.
LUMO level: 0.95 eV
Charge: 0


[3]
Density functional theory data (wB97M-V/def2-TZVPD) for C4H9NO in the gas phase.

XYZ file:
```
15
Properties=species:S:1:pos:R:3:mulliken_charge:R:1
O -0.30046 -0.87829 1.12327 -0.616
N -1.24014 0.40965 -0.44302 -0.229
C -0.15305 -0.01159 0.27259 0.391
C 2.30168 -0.43061 -0.10936 -1.095
C -2.51880 -0.15403 -0.03788 -0.759
C 1.22563 0.62985 0.14710 -0.190
H -2.66209 0.04797 1.02755 0.244
H 1.29553 1.46606 -0.55695 0.284
H -3.33685 0.30192 -0.59940 0.314
H -2.54061 -1.24136 -0.16422 0.256
H 3.30614 -0.02293 0.04605 0.320
H -1.17755 0.92448 -1.30802 0.255
H 2.24863 -0.82072 -1.13099 0.304
H 2.15875 -1.26446 0.58374 0.301
H 1.39319 1.04404 1.14955 0.222
```

Summary:
Structure (SMILES): CCC(=O)NC
Relative energy (zero: lowest compared OMol25 entry of this formula, charge and spin): 10.0 kcal/mol
DFT total energy: -287.816468 a.u.
LUMO level: 0.95 eV
Charge: 0


[4]
Density functional theory data (wB97M-V/def2-TZVPD) for 2 unconnected molecules or ions with the total composition C4H9NO at a distorted geometry.

XYZ file:
```
15
Properties=species:S:1:pos:R:3:mulliken_charge:R:1
O -2.34094 3.07394 1.98785 -0.473
N 1.85947 -4.10874 -1.72079 -0.410
C 2.20512 -3.05238 -1.08868 -0.200
C -1.59582 4.06277 2.07947 0.144
C 0.49743 -4.62552 -1.47321 -0.667
C -1.09131 4.77846 0.89989 -0.709
H -1.97566 5.36040 0.45349 0.226
H 3.23461 -2.65331 -1.00973 0.246
H -1.62514 4.73802 2.99381 0.280
H 0.43691 -5.12623 -0.42598 0.264
H -0.85656 3.87102 0.43641 0.252
H -0.15801 5.42080 0.96530 0.281
H -0.31970 -3.84413 -1.32746 0.276
H 0.27314 -5.33244 -2.25687 0.266
H 1.45648 -2.56269 -0.51351 0.226
```

Summary:
Structure (SMILES): C=NC.CC=O
Relative energy (zero: lowest compared OMol25 entry of this formula, charge and spin): 80.6 kcal/mol
DFT total energy: -287.704046 a.u.
LUMO level: 0.65 eV
Charge: 0